Record 1
ORCA calculation (ωB97M-V with the def2-TZVPD basis set) on a structure of composition C38H41N9O2RuS at a distorted geometry.

Properties
**Total charge**: +1
**HOMO-LUMO gap (alpha / beta)**: 5.4 / 5.2 eV
**E_HOMO (alpha / beta)**: -9.30 / -9.09 eV
**Multiplicity**: 2
**ΔE to the lowest compared entry with this formula, charge and spin**: 103.65 kJ/mol

Positions of all 92 atoms, in Å:
1 Ru -0.3303 0.1814 0.6027
2 C 1.2000 -1.6802 3.6124
3 C 2.5342 -1.5417 2.8645
4 C 2.4857 -0.7424 1.5344
5 N 1.4871 0.2990 1.5444
6 C 1.6360 1.3041 2.4025
7 C 2.8526 1.5827 3.0570
8 C 3.1332 2.3829 4.1458
9 C 2.2494 3.0289 4.9946
10 C 0.8767 3.1729 4.8161
11 C 0.1188 2.8706 3.7123
12 C 0.4580 2.1767 2.5206
13 N -0.3225 2.1462 1.4579
14 C -1.3696 3.1203 1.2720
15 C -2.7676 2.5069 1.3804
16 C -2.9943 1.4980 0.2407
17 N -2.3453 0.2418 0.5408
18 C -3.0105 -0.7081 1.1982
19 C -4.3389 -0.5166 1.6449
20 C -5.3014 -1.4125 2.0650
21 C -5.2100 -2.7850 2.2121
22 C -4.0455 -3.5387 2.1560
23 C -2.7513 -3.1373 1.9219
24 C -2.2084 -1.8983 1.4975
25 N -0.9051 -1.7168 1.3379
26 C 0.0230 -2.7778 1.6444
27 C 0.3501 -2.8563 3.1397
28 H 0.6153 -0.7585 3.5310
29 H 1.4096 -1.8192 4.6755
30 H 2.9262 -2.5351 2.6410
31 H 3.2418 -1.0554 3.5376
32 H 2.2652 -1.3843 0.6768
33 H 3.4830 -0.3259 1.3426
34 H 3.7153 1.0976 2.6237
35 H 4.1796 2.4404 4.4176
36 H 2.6695 3.4663 5.8892
37 H 0.3459 3.6450 5.6306
38 H -0.9220 3.1613 3.7822
39 H -1.2550 3.5173 0.2557
40 H -1.2628 3.9611 1.9660
41 H -3.5117 3.3011 1.3197
42 H -2.8644 2.0037 2.3485
43 H -2.5607 1.9073 -0.6785
44 H -4.0637 1.3630 0.0521
45 H -4.6859 0.5070 1.6262
46 H -6.2676 -0.9754 2.2844
47 H -6.1209 -3.3168 2.4429
48 H -4.1630 -4.5893 2.3818
49 H -2.0340 -3.9328 2.0550
50 H 0.9452 -2.5859 1.1015
51 H -0.3528 -3.7454 1.2924
52 H 0.8909 -3.7858 3.3283
53 H -0.5791 -2.8769 3.7096
54 O -3.4755 -2.3449 -5.4019
55 N -3.3803 -1.1159 -5.3164
56 O -3.9823 -0.3503 -6.0662
57 C -2.5532 -0.5430 -4.3335
58 C -2.4272 0.8523 -4.3527
59 C -1.6403 1.5262 -3.4332
60 C -1.4004 2.9295 -3.4719
61 C -0.5281 3.4846 -2.5818
62 C 0.0472 2.6831 -1.5791
63 N -0.2216 1.3906 -1.4687
64 C -0.9849 0.7962 -2.3932
65 C -1.0651 -0.6391 -2.3883
66 N -0.3136 -1.2804 -1.4783
67 C -0.2332 -2.6060 -1.5336
68 C -0.9845 -3.3611 -2.4201
69 C -1.8114 -2.7267 -3.3211
70 C -1.8312 -1.3218 -3.3770
71 H -2.9496 1.3979 -5.1238
72 H -1.8869 3.5245 -4.2272
73 H -0.2831 4.5318 -2.6301
74 H 0.7665 3.0893 -0.8842
75 H 0.4648 -3.0881 -0.8685
76 H -0.9299 -4.4376 -2.3940
77 H -2.4167 -3.2943 -4.0091
78 C 5.7282 1.1510 -2.0322
79 N 4.7323 0.5462 -2.8661
80 C 5.0668 -0.1223 -4.1100
81 C 3.7043 -0.6375 -4.6063
82 N 2.8424 -0.3932 -3.4625
83 C 3.4596 0.3372 -2.5208
84 S 2.7709 0.8882 -1.1065
85 H 6.3415 1.8319 -2.6211
86 H 6.3733 0.3937 -1.5783
87 H 5.2229 1.7068 -1.2449
88 H 5.7731 -0.9377 -3.9200
89 H 5.5308 0.5802 -4.8071
90 H 3.7229 -1.7025 -4.8501
91 H 3.3555 -0.0859 -5.4859
92 H 1.8478 -0.5358 -3.4863



Record 2
ORCA calculation (ωB97M-V with the def2-TZVPD basis set) on a structure of composition C38H42AlCl3N7O5PS.

Properties
**Total charge**: +2
**HOMO-LUMO gap**: 6.4 eV
**E_HOMO**: -13.07 eV
**ΔE to the lowest compared entry with this formula, charge and spin**: 0.00 kJ/mol

Positions of all 98 atoms, in Å:
1 Al -0.1871 -0.2855 -0.1308
2 N -1.5018 1.0439 -3.9078
3 C -0.8948 0.3883 -2.9384
4 N -0.9608 0.7431 -1.6769
5 C -1.7512 1.8254 -1.3001
6 N -1.9257 2.0791 -0.0391
7 N -1.2996 1.1102 0.7147
8 C -1.4738 1.0688 1.9775
9 C -0.8494 -0.0719 2.6528
10 C -0.9883 -0.3154 3.9993
11 C -0.4087 -1.4707 4.5247
12 C 0.2713 -2.3216 3.6786
13 C 0.3711 -2.0073 2.3252
14 N -0.1723 -0.8997 1.8221
15 C -2.4066 2.6072 -2.3317
16 C -3.2091 3.7144 -2.0430
17 C -3.8598 4.3710 -3.0646
18 C -3.7171 3.9384 -4.3842
19 C -2.9281 2.8465 -4.6905
20 C -2.2822 2.1847 -3.6553
21 H -1.4266 0.6992 -4.8545
22 H -0.3197 -0.4943 -3.1970
23 H -2.0737 1.8088 2.4972
24 H -1.5406 0.3744 4.6224
25 H -0.4999 -1.6953 5.5786
26 H 0.7255 -3.2326 4.0404
27 H 0.8771 -2.6705 1.6289
28 H -3.3076 4.0375 -1.0165
29 H -4.4819 5.2274 -2.8455
30 H -4.2336 4.4592 -5.1789
31 H -2.8230 2.5062 -5.7133
32 Cl -0.8911 5.7704 -3.5323
33 C 0.5554 4.8469 -3.3365
34 C 0.8067 3.7641 -4.1632
35 C 1.9818 3.0495 -4.0009
36 C 2.9191 3.3679 -3.0186
37 C 4.2055 2.5467 -2.9138
38 C 4.5586 1.9726 -1.5289
39 N 3.5562 1.0732 -0.9348
40 C 3.8007 -0.2313 -0.5620
41 C 2.6188 -0.7612 -0.1728
42 N 1.6467 0.2256 -0.2847
43 C 2.2595 1.3180 -0.7319
44 O 4.2740 1.5731 -3.9252
45 C 3.5367 0.3636 -3.7313
46 C 3.3223 -0.2997 -5.0499
47 C 4.2850 -0.9960 -5.7201
48 Cl 5.8896 -1.2606 -5.1943
49 S 3.7231 -1.6587 -7.1934
50 C 2.1644 -1.0077 -6.9392
51 C 2.0948 -0.3108 -5.7720
52 C 2.6545 4.5032 -2.2490
53 Cl 3.8031 5.1237 -1.1013
54 C 1.4821 5.2318 -2.3856
55 H 0.1104 3.5143 -4.9529
56 H 2.2057 2.2507 -4.6932
57 H 5.0356 3.2250 -3.1360
58 H 4.7703 2.7694 -0.8257
59 H 5.4657 1.3816 -1.6479
60 H 4.7808 -0.6683 -0.6379
61 H 2.3853 -1.7793 0.1056
62 H 1.7864 2.2649 -0.9283
63 H 2.5605 0.5724 -3.2755
64 H 4.0839 -0.3109 -3.0647
65 H 1.3932 -1.1573 -7.6769
66 H 1.2044 0.2064 -5.4364
67 H 1.3150 6.1087 -1.7765
68 C 0.4494 -4.4170 -4.5211
69 C 1.0564 -4.1987 -3.1480
70 C 1.6928 -5.4668 -2.6115
71 C 2.0309 -3.0317 -3.1567
72 O -0.1080 -3.8536 -2.3006
73 P -0.0635 -3.3274 -0.8252
74 O 1.1688 -3.5951 -0.0603
75 O -0.3339 -1.7808 -0.9595
76 O -1.3155 -3.9301 -0.1065
77 C -2.7553 -3.7680 -0.3604
78 C -3.3735 -5.0590 0.1463
79 C -3.2290 -2.5769 0.4628
80 C -3.0456 -3.5656 -1.8374
81 H 1.2298 -4.6922 -5.2307
82 H -0.0385 -3.5085 -4.8783
83 H -0.2863 -5.2194 -4.4895
84 H 2.4912 -5.7816 -3.2849
85 H 0.9540 -6.2662 -2.5634
86 H 2.1104 -5.3091 -1.6194
87 H 2.8506 -3.2446 -3.8442
88 H 2.4498 -2.8626 -2.1644
89 H 1.5390 -2.1206 -3.5064
90 H -3.0944 -5.2310 1.1853
91 H -3.0282 -5.9033 -0.4486
92 H -4.4601 -5.0075 0.0798
93 H -2.9146 -2.6844 1.5018
94 H -4.3169 -2.5136 0.4366
95 H -2.8353 -1.6400 0.0571
96 H -2.6985 -4.4119 -2.4261
97 H -2.5736 -2.6589 -2.2185
98 H -4.1242 -3.4712 -1.9679



Record 3
ORCA calculation (ωB97M-V with the def2-TZVPD basis set) on a structure of composition C38H42BF2GeOPtS3Si at a distorted geometry.

Properties
**HOMO-LUMO gap (alpha / beta)**: 6.7 / 6.5 eV
**E_HOMO (alpha / beta)**: -7.21 / -7.58 eV
**Multiplicity**: 2
**ΔE to the lowest compared entry with this formula, charge and spin**: 326.05 kJ/mol

Positions of all 90 atoms, in Å:
1 Pt -0.5138 1.3469 0.1846
2 C -2.4203 -4.5616 0.4884
3 C -1.8484 -3.1594 0.4436
4 S -2.8833 -1.8558 0.6210
5 C -0.4573 -3.0140 0.2707
6 C 0.4585 -4.2032 0.2284
7 S 0.1601 -1.4085 0.1943
8 H -3.5029 -4.5036 0.5489
9 H -2.0557 -5.1094 1.3611
10 H -2.1490 -5.1381 -0.3988
11 H -0.0781 -5.1348 0.3759
12 H 1.2232 -4.1175 1.0053
13 H 0.9793 -4.2815 -0.7231
14 C -0.2761 0.1406 5.7323
15 C 0.7928 0.1661 4.6479
16 S 0.1570 0.9150 3.1330
17 O 1.1784 0.5297 2.0764
18 C 0.4179 2.6646 3.4803
19 C 1.8651 3.0694 3.6812
20 H 0.0599 -0.4646 6.5739
21 H -1.2056 -0.2876 5.3561
22 H -0.4928 1.1411 6.1092
23 H 1.0720 -0.8387 4.3291
24 H 1.6938 0.6906 4.9667
25 H -0.2255 2.8956 4.3339
26 H -0.0046 3.1513 2.5994
27 H 2.2595 2.7617 4.6499
28 H 1.9460 4.1547 3.6173
29 H 2.4844 2.6467 2.8905
30 F -0.0268 3.4995 -1.7090
31 B -0.0495 3.1573 -0.4095
32 F 0.3068 4.1592 0.4142
33 C 4.6686 -3.6009 3.1299
34 C 4.6558 -3.8724 1.7697
35 C 4.0364 -2.9940 0.8890
36 C 3.4185 -1.8336 1.3559
37 C 3.4373 -1.5739 2.7260
38 C 4.0629 -2.4450 3.6060
39 Ge 2.5943 -0.6389 0.0606
40 C 2.9649 -1.3058 -1.7437
41 C 3.8889 -0.6274 -2.5420
42 C 4.2234 -1.1041 -3.8040
43 C 3.6334 -2.2596 -4.2906
44 C 2.7099 -2.9417 -3.5090
45 C 2.3795 -2.4582 -2.2527
46 C 3.2838 1.1611 0.1045
47 C 4.1749 1.5509 1.0998
48 C 4.6824 2.8431 1.1102
49 C 4.2876 3.7571 0.1416
50 C 3.3941 3.3777 -0.8507
51 C 2.8958 2.0829 -0.8688
52 H 5.1513 -4.2849 3.8162
53 H 5.1313 -4.7675 1.3891
54 H 4.0498 -3.2161 -0.1715
55 H 2.9559 -0.6803 3.0993
56 H 4.0789 -2.2219 4.6659
57 H 4.3730 0.2704 -2.1784
58 H 4.9473 -0.5688 -4.4054
59 H 3.8849 -2.6240 -5.2783
60 H 2.2419 -3.8440 -3.8822
61 H 1.6495 -2.9744 -1.6555
62 H 4.4952 0.8429 1.8546
63 H 5.3837 3.1375 1.8808
64 H 4.6761 4.7671 0.1612
65 H 3.0780 4.0865 -1.6048
66 H 2.2095 1.7908 -1.6574
67 C -3.2453 6.6278 0.4003
68 C -3.2827 5.9838 1.6278
69 C -3.1268 4.6039 1.6909
70 C -2.9244 3.8407 0.5402
71 C -2.8964 4.5109 -0.6864
72 C -3.0560 5.8860 -0.7598
73 Si -2.6651 1.9713 0.6431
74 C -3.8965 1.2087 -0.5435
75 C -3.5230 0.7752 -1.8159
76 C -4.4580 0.2312 -2.6858
77 C -5.7823 0.1043 -2.2910
78 C -6.1714 0.5310 -1.0282
79 C -5.2330 1.0745 -0.1627
80 H -3.3641 7.7027 0.3451
81 H -3.4396 6.5537 2.5355
82 H -3.1679 4.1128 2.6586
83 H -2.7442 3.9477 -1.6015
84 H -3.0280 6.3828 -1.7217
85 H -3.0347 1.7209 2.0651
86 H -2.4857 0.8613 -2.1214
87 H -4.1508 -0.1011 -3.6698
88 H -6.5094 -0.3355 -2.9622
89 H -7.2048 0.4383 -0.7185
90 H -5.5495 1.4029 0.8222



Record 4
ORCA calculation (ωB97M-V with the def2-TZVPD basis set) on a cluster of 4 separate species, C38H42Cl6N2Si in total at a distorted geometry.

Properties
**HOMO-LUMO gap**: 9.4 eV
**E_HOMO**: -8.98 eV
**SMILES string**: C[Si](C)(CCCCCCCC[C@H](C#N)CC#N)c1ccccc1.Clc1ccccc1Cl.Clc1ccccc1Cl.Clc1ccccc1Cl

Positions of all 89 atoms, in Å:
1 C 2.0097 -1.9139 1.2099
2 Si 2.6761 -0.6602 -0.0192
3 C 1.7931 -0.9593 -1.6905
4 C 2.5492 1.1063 0.6383
5 C 1.1217 1.5775 1.0544
6 C 0.0675 1.5032 -0.0591
7 C -1.1523 2.4174 0.1529
8 C -1.9240 2.5193 -1.2024
9 C -3.3853 2.0335 -1.1216
10 C -3.5312 0.6365 -0.4793
11 C -4.4197 -0.3068 -1.3083
12 C -4.7719 -1.5772 -0.5001
13 C -5.3073 -2.6281 -1.3950
14 N -5.7596 -3.4194 -2.1198
15 C -5.8263 -1.3025 0.6215
16 C -5.1369 -1.0989 1.9066
17 N -4.5677 -0.7206 2.8500
18 C 4.4985 -1.1115 -0.3963
19 C 5.2969 -2.0806 0.2211
20 C 6.5835 -2.2309 -0.2596
21 C 7.0686 -1.4957 -1.2952
22 C 6.3014 -0.5294 -1.9001
23 C 5.0233 -0.3587 -1.4368
24 H 0.9830 -1.6617 1.4970
25 H 2.0386 -2.8878 0.7249
26 H 2.6642 -1.9692 2.0846
27 H 1.8865 -0.0562 -2.3281
28 H 2.2517 -1.7838 -2.2413
29 H 0.7203 -1.1026 -1.5218
30 H 3.1410 1.1287 1.5674
31 H 3.0155 1.8540 -0.0148
32 H 1.2270 2.6257 1.3677
33 H 0.7701 1.0292 1.9369
34 H 0.5645 1.7791 -0.9854
35 H -0.2942 0.4695 -0.1250
36 H -0.8781 3.4287 0.4668
37 H -1.7833 1.9533 0.9196
38 H -1.4185 1.8605 -1.9230
39 H -1.8752 3.5275 -1.6253
40 H -3.9743 2.7967 -0.6039
41 H -3.7574 1.9503 -2.1525
42 H -2.5765 0.1375 -0.2905
43 H -4.0662 0.7793 0.4673
44 H -3.9091 -0.6222 -2.2243
45 H -5.3696 0.1674 -1.5807
46 H -3.8775 -2.0082 -0.0377
47 H -6.5169 -2.1438 0.7022
48 H -6.4092 -0.4220 0.3413
49 H 4.9357 -2.7127 1.0470
50 H 7.2297 -2.9848 0.1841
51 H 8.0695 -1.6307 -1.6957
52 H 6.6698 0.0771 -2.7196
53 H 4.4004 0.3876 -1.9298
54 Cl -6.4408 5.9624 6.7737
55 C -6.1014 4.5700 5.8068
56 C -6.6938 3.3643 6.1563
57 C -6.4533 2.2264 5.4045
58 C -5.6184 2.2904 4.2972
59 C -5.0244 3.4921 3.9497
60 C -5.2627 4.6333 4.7030
61 Cl -4.4912 6.1061 4.2282
62 H -7.3453 3.3134 7.0179
63 H -6.9169 1.2889 5.6815
64 H -5.4299 1.4043 3.7063
65 H -4.3722 3.5410 3.0881
66 Cl 4.8443 2.8666 -3.9043
67 C 3.4119 3.6419 -4.4849
68 C 3.5477 4.7851 -5.2599
69 C 2.4247 5.4318 -5.7484
70 C 1.1596 4.9356 -5.4635
71 C 1.0230 3.7967 -4.6876
72 C 2.1478 3.1490 -4.1963
73 Cl 1.9230 1.7310 -3.2252
74 H 4.5324 5.1718 -5.4833
75 H 2.5357 6.3228 -6.3518
76 H 0.2802 5.4364 -5.8458
77 H 0.0372 3.4112 -4.4642
78 Cl 2.3129 -4.9050 3.0326
79 C 2.8496 -6.2193 2.0512
80 C 2.4580 -7.5008 2.4169
81 C 2.8567 -8.5945 1.6688
82 C 3.6521 -8.4117 0.5478
83 C 4.0471 -7.1362 0.1826
84 C 3.6500 -6.0334 0.9294
85 Cl 4.2024 -4.4659 0.3982
86 H 1.8384 -7.6447 3.2913
87 H 2.5477 -9.5894 1.9606
88 H 3.9651 -9.2631 -0.0420
89 H 4.6690 -6.9971 -0.6912



Record 5
ORCA calculation (ωB97M-V with the def2-TZVPD basis set) on a structure of composition C38H42FN2PdTe2.

Properties
**Total charge**: +1
**HOMO-LUMO gap (alpha / beta)**: 8.0 / 6.5 eV
**E_HOMO (alpha / beta)**: -10.16 / -10.68 eV
**Multiplicity**: 3
**ΔE to the lowest compared entry with this formula, charge and spin**: 67.35 kJ/mol

Positions of all 86 atoms, in Å:
1 Pd -0.2230 -0.6407 -0.9517
2 C 2.6124 -0.5244 0.3672
3 C 2.8688 0.9242 0.7667
4 C 2.9009 1.8603 -0.4402
5 C 1.8993 1.3770 1.8424
6 C 2.4510 1.6664 3.0852
7 C 1.6810 2.1045 4.1467
8 C 0.3190 2.2564 3.9800
9 C -0.2919 2.0071 2.7554
10 C -1.8142 2.0712 2.7066
11 C -2.3911 3.2578 3.4786
12 C -2.3794 0.7524 3.2253
13 C 0.5105 1.5749 1.6730
14 N -0.1192 1.3774 0.4124
15 C -0.7987 2.4690 -0.0532
16 C -0.4365 3.7888 0.3054
17 C -1.0818 4.8890 -0.2183
18 C -2.1274 4.7160 -1.1178
19 C -2.5184 3.4369 -1.4959
20 C -1.8613 2.3482 -0.9763
21 F -2.3161 1.1258 -1.3355
22 H 3.3988 -0.9269 -0.2699
23 H 1.6683 -0.5252 -0.1837
24 H 2.5021 -1.1692 1.2406
25 H 3.8590 0.9635 1.2292
26 H 1.9510 1.8506 -0.9795
27 H 3.6828 1.5611 -1.1392
28 H 3.1049 2.8865 -0.1315
29 H 3.5196 1.5519 3.2128
30 H 2.1399 2.3250 5.1009
31 H -0.2871 2.5782 4.8142
32 H -2.1459 2.1745 1.6756
33 H -2.3378 3.1088 4.5574
34 H -3.4443 3.3859 3.2272
35 H -1.8729 4.1874 3.2403
36 H -2.0644 0.5689 4.2548
37 H -2.0254 -0.0775 2.6150
38 H -3.4703 0.7546 3.2019
39 H 0.3994 3.9198 0.9774
40 H -0.7666 5.8826 0.0657
41 H -2.6403 5.5739 -1.5292
42 H -3.3352 3.2752 -2.1851
43 Te 0.6900 -0.0785 -3.4576
44 C 2.6804 0.3900 -3.9004
45 C 3.7194 -0.2997 -3.2847
46 C 5.0291 -0.0313 -3.6480
47 C 5.3002 0.9238 -4.6197
48 C 4.2633 1.6098 -5.2295
49 C 2.9453 1.3442 -4.8726
50 C 0.8578 -2.0731 -4.0567
51 C 0.6367 -2.3880 -5.3939
52 C 0.7033 -3.7109 -5.8114
53 C 0.9794 -4.7152 -4.8948
54 C 1.2122 -4.3998 -3.5636
55 C 1.1548 -3.0784 -3.1411
56 H 3.5080 -1.0562 -2.5414
57 H 5.8392 -0.5672 -3.1713
58 H 6.3225 1.1280 -4.9060
59 H 4.4732 2.3467 -5.9925
60 H 2.1394 1.8819 -5.3539
61 H 0.4201 -1.6086 -6.1131
62 H 0.5358 -3.9546 -6.8514
63 H 1.0180 -5.7457 -5.2199
64 H 1.4412 -5.1818 -2.8518
65 H 1.3548 -2.8260 -2.1058
66 C -3.0199 -2.1943 1.1892
67 Te -0.9754 -2.5743 0.7555
68 C -0.6770 -2.5389 2.8547
69 C -2.0534 -2.7879 3.4298
70 C -2.2021 -3.1729 4.7591
71 C -3.4619 -3.3766 5.2937
72 C -4.5881 -3.1950 4.5004
73 C -4.4477 -2.8169 3.1772
74 C -3.1834 -2.6148 2.6317
75 H -3.6493 -2.7735 0.5160
76 H -3.2271 -1.1325 1.0490
77 H -0.2650 -1.5754 3.1560
78 H 0.0293 -3.3234 3.1159
79 H -1.3242 -3.3152 5.3764
80 H -3.5679 -3.6837 6.3249
81 H -5.5739 -3.3572 4.9142
82 H -5.3263 -2.6805 2.5593
83 N -1.9040 -1.7590 -2.2837
84 H -1.6744 -2.7157 -2.5372
85 H -2.0544 -1.2499 -3.1504
86 H -2.7978 -1.7593 -1.8015